{"formula": "C4H12N2S", "method": "wB97M-V/def2-TZVPD", "charge": 1, "e_tot_ha": -666.9293, "e_homo_ev": [-12.41, -12.36], "homo_lumo_gap_ev": [8.66, 3.18], "de_lowest_kj_mol": 244.4, "multiplicity": 2, "max_force_ev_per_a": 1.8, "lumo_energy_ev": [-3.748, -9.180], "elements": ["N", "C", "C", "S", "C", "N", "C", "H", "H", "H", "H", "H", "H", "H", "H", "H", "H", "H", "H"], "xyz": [[0.52586, -0.88509, 1.04782], [-0.62505, -0.12604, 0.53999], [-1.83787, -1.00794, 0.29634], [-2.17448, -2.16578, 1.62057], [-0.37027, 0.77064, -0.71359], [0.75135, 1.68308, -0.59966], [2.01481, 1.19735, -1.13250], [0.35072, -1.89106, 0.98993], [1.38325, -0.79991, 0.51149], [-0.88415, 0.58233, 1.32512], [-1.65366, -1.56148, -0.58429], [-2.77283, -0.50181, 0.19895], [-1.04819, -1.97297, 2.34131], [-0.31768, 0.16344, -1.57061], [-1.29126, 1.35407, -0.77763], [0.85105, 1.88395, 0.35235], [2.08953, 1.46608, -2.17227], [2.84808, 1.68654, -0.63629], [2.16078, 0.12461, -1.03704]], "lowdin_charge": [0.05, -0.43, -0.41, 1.19, -0.18, -0.08, -0.11, 0.05, 0.07, 0.14, 0.10, 0.10, -0.03, 0.11, 0.13, 0.08, 0.08, 0.09, 0.06]}